No. 1
# C15H45N7O8

7 unconnected molecules or ions with the total composition C15H45N7O8 at a distorted geometry (ωB97M-V with the def2-TZVPD basis set, the Open Molecules 2025 dataset).

XYZ file:
```
75
C15H45N7O8, DFT ωB97M-V with the def2-TZVPD basis set
C -2.56 2.63 2.30
O -2.11 3.57 1.72
N -1.80 1.83 3.05
N -3.74 2.10 2.33
H -2.12 0.99 3.50
H -0.80 1.95 3.02
H -3.81 1.27 2.90
H -4.34 2.46 1.60
C 1.64 5.20 3.78
O 2.20 6.26 4.25
N 2.35 4.14 3.44
N 0.34 5.01 3.82
H 3.33 4.17 3.20
H 1.68 3.38 3.41
H -0.33 5.54 4.37
H -0.02 4.26 3.25
C 4.50 -0.61 3.84
O 3.71 0.14 3.34
N 4.27 -1.80 4.37
N 5.77 -0.30 4.03
H 3.37 -2.24 4.26
H 5.06 -2.25 4.79
H 6.06 0.53 3.52
H 6.42 -0.93 4.48
C 1.23 0.73 0.25
C 1.19 2.00 1.11
O 1.04 1.63 2.54
H 0.29 0.25 -0.01
H 1.91 -0.01 0.68
H 1.69 1.01 -0.70
H 0.24 2.50 0.94
H 1.91 2.78 0.85
H 1.81 1.16 2.85
C 3.86 -1.01 -1.49
C 4.76 -0.28 -0.46
O 5.58 0.57 -1.27
H 4.19 -1.94 -1.95
H 3.62 -0.24 -2.23
H 3.10 -1.40 -0.81
H 5.34 -1.00 0.11
H 4.28 0.36 0.29
H 6.13 1.14 -0.72
C 0.03 -4.13 2.30
C 0.49 -2.71 2.74
O 0.93 -2.76 4.04
H -0.63 -4.10 1.43
H -0.58 -4.54 3.11
H 0.84 -4.82 2.06
H -0.37 -2.04 2.74
H 1.17 -2.33 1.97
H 0.63 -2.01 4.56
C -4.33 -4.64 -6.05
O -4.27 -3.30 -5.46
C -4.39 -2.25 -6.50
C -4.27 -0.86 -5.87
N -3.03 -0.73 -5.12
C -3.12 0.61 -4.50
C -2.05 0.72 -3.32
O -2.35 -0.22 -2.24
C -2.88 0.48 -1.09
H -5.35 -4.86 -6.36
H -4.08 -5.42 -5.34
H -3.56 -4.76 -6.81
H -3.62 -2.43 -7.26
H -5.28 -2.38 -7.11
H -4.19 -0.25 -6.77
H -5.13 -0.73 -5.22
H -2.97 -1.55 -4.54
H -2.92 1.47 -5.13
H -4.08 0.76 -4.00
H -1.05 0.56 -3.71
H -1.95 1.73 -2.94
H -2.15 1.21 -0.75
H -2.88 -0.21 -0.25
H -3.86 0.96 -1.19
```

Electronic energy ... -1583.6397 Eh
LUMO (spin up / spin down) ... 0.08623 / 0.08596 hartree
HOMO-LUMO gap (spin up / spin down) ... 1.906 / 8.926 eV
<S²> ... 0.750
HOMO (spin up / spin down) ... 0.440 / -6.587 eV
Total charge ... -1
2S+1 ... 2



No. 2
# C15H46B3CaF8N4O6

A molecular structure, C15H46B3CaF8N4O6 at a distorted geometry (ωB97M-V with the def2-TZVPD basis set, the Open Molecules 2025 dataset).

XYZ file:
```
83
C15H46B3CaF8N4O6, DFT ωB97M-V with the def2-TZVPD basis set
Ca -4.96 13.69 7.15
N -5.78 16.74 7.66
O -4.75 16.58 8.38
O -6.00 17.83 7.22
O -6.27 15.68 7.30
B -6.13 12.88 5.24
H -6.76 12.45 4.47
H -6.73 13.52 5.87
H -5.65 12.07 5.77
H -5.37 13.57 4.91
C -8.72 17.32 3.87
N -8.98 15.80 3.66
C -7.63 15.23 3.21
C -9.41 15.19 5.06
C -10.06 15.57 2.54
C -10.96 14.37 2.72
O -11.97 14.83 3.61
H -9.52 17.64 4.54
H -8.66 17.82 2.91
H -7.88 17.38 4.56
H -7.68 14.14 3.24
H -6.87 15.72 3.80
H -7.43 15.51 2.17
H -9.52 14.11 5.20
H -10.27 15.76 5.43
H -8.48 15.36 5.59
H -9.48 15.42 1.63
H -10.74 16.42 2.47
H -10.64 13.43 3.17
H -11.54 14.16 1.82
H -12.74 14.26 3.55
C -8.99 10.99 3.92
N -9.01 9.76 4.81
C -9.31 8.41 4.05
C -7.57 9.49 5.40
C -9.93 9.87 6.01
C -11.28 10.52 5.75
O -11.21 11.91 5.68
H -8.73 11.86 4.52
H -9.94 10.99 3.38
H -8.12 10.87 3.27
H -10.27 8.28 3.56
H -9.39 7.61 4.78
H -8.46 8.04 3.48
H -7.20 10.35 5.95
H -6.85 9.28 4.61
H -7.62 8.62 6.05
H -9.31 10.58 6.55
H -10.10 9.01 6.65
H -11.93 10.33 6.60
H -11.71 10.01 4.89
H -12.02 12.29 5.33
C -2.35 11.88 1.06
N -3.96 11.92 1.08
C -4.40 12.10 -0.41
C -4.47 10.56 1.58
C -4.47 12.99 2.05
C -4.34 14.46 1.59
O -2.97 14.86 1.36
H -1.96 12.79 0.61
H -2.04 11.06 0.40
H -1.83 11.86 2.01
H -3.79 11.53 -1.10
H -4.10 13.10 -0.74
H -5.47 11.92 -0.48
H -5.54 10.62 1.75
H -4.22 10.49 2.64
H -4.05 9.76 0.97
H -3.83 12.92 2.93
H -5.51 12.81 2.32
H -4.85 15.07 2.33
H -4.84 14.48 0.62
H -3.02 15.15 0.44
B -2.57 14.29 5.87
F -1.28 14.41 5.54
F -3.43 14.97 4.99
F -2.83 12.95 5.94
F -2.71 14.78 7.16
B -8.00 13.43 8.83
F -8.63 13.72 7.66
F -8.35 12.24 9.37
F -6.67 13.39 8.47
F -8.18 14.31 9.78
```

Electronic energy ... -2820.5680 Eh
LUMO ... -0.12008 hartree
Energy above the lowest of the compared OMol25 structures with the same formula, charge and spin ... 0.00 kcal per mole
HOMO-LUMO gap ... 5.939 eV
HOMO ... -9.207 eV
Total charge ... +1
2S+1 ... 1



No. 3
# C15H46CoN9O7

A molecular structure, C15H46CoN9O7 at a distorted geometry (ωB97M-V with the def2-TZVPD basis set, the Open Molecules 2025 dataset).

XYZ file:
```
78
C15H46CoN9O7, DFT ωB97M-V with the def2-TZVPD basis set
Co -26.31 -9.19 -2.65
O -28.73 -7.37 -2.09
H -29.62 -7.59 -1.74
C -21.39 -5.69 -3.56
C -22.33 -6.30 -2.56
C -22.16 -5.67 -1.10
O -22.94 -4.50 -1.23
C -22.81 -3.57 -0.23
N -23.72 -6.18 -2.98
H -21.57 -4.62 -3.72
H -21.45 -6.20 -4.52
H -20.37 -5.65 -3.20
H -22.21 -7.38 -2.48
H -21.11 -5.40 -0.97
H -22.55 -6.30 -0.30
H -21.84 -3.59 0.25
H -23.57 -3.79 0.51
H -23.16 -2.60 -0.60
H -23.62 -5.99 -3.97
H -24.01 -5.31 -2.55
C -35.15 -6.86 -2.89
C -36.08 -8.06 -2.75
C -35.21 -9.32 -2.80
O -34.99 -9.92 -4.06
C -34.45 -11.21 -4.02
N -36.67 -7.89 -1.42
H -35.71 -5.93 -2.90
H -34.70 -6.86 -3.89
H -34.31 -6.79 -2.19
H -36.89 -8.08 -3.48
H -35.74 -10.15 -2.32
H -34.33 -9.17 -2.18
H -33.48 -11.04 -3.56
H -34.26 -11.34 -5.09
H -34.88 -12.04 -3.47
H -36.87 -8.76 -0.95
H -36.08 -7.35 -0.79
C -28.90 -10.99 -7.47
C -28.81 -10.78 -5.94
C -28.62 -12.10 -5.22
O -28.50 -11.78 -3.82
C -29.31 -12.52 -2.89
N -27.62 -9.98 -5.66
H -29.53 -10.27 -8.00
H -29.44 -11.91 -7.70
H -27.99 -10.76 -8.01
H -29.71 -10.26 -5.61
H -27.77 -12.73 -5.49
H -29.45 -12.81 -5.21
H -29.55 -13.55 -3.17
H -30.15 -11.89 -2.60
H -28.60 -12.60 -2.06
H -27.99 -9.09 -5.94
H -26.87 -10.15 -6.32
C -31.56 -9.41 2.78
O -32.69 -8.93 2.98
N -31.32 -10.69 2.88
N -30.51 -8.66 2.65
H -32.02 -11.41 2.94
H -30.34 -10.93 2.90
H -29.61 -8.91 2.27
H -30.76 -7.69 2.78
C -29.53 -4.08 -6.35
O -28.53 -4.66 -6.74
N -30.07 -2.99 -6.89
N -30.21 -4.40 -5.32
H -30.94 -2.66 -6.50
H -29.53 -2.37 -7.47
H -29.93 -5.14 -4.70
H -31.09 -3.92 -5.17
C -28.34 -2.52 0.43
O -28.28 -1.78 1.41
N -28.63 -3.80 0.50
N -28.26 -2.21 -0.87
H -28.72 -4.32 -0.36
H -28.04 -4.31 1.14
H -28.08 -1.23 -1.05
H -28.23 -3.01 -1.48
```

Electronic energy ... -3000.8510 Eh
LUMO (spin up / spin down) ... -0.19846 / -0.23470 hartree
Energy above the lowest of the compared OMol25 structures with the same formula, charge and spin ... 265.98 kcal per mole
HOMO-LUMO gap (spin up / spin down) ... 5.391 / 4.405 eV
<S²> ... 3.758
HOMO (spin up / spin down) ... -10.792 / -10.792 eV
Total charge ... +1
2S+1 ... 4



No. 4
# C15H46InN7O7P5

A molecular structure, C15H46InN7O7P5 at a distorted geometry (ωB97M-V with the def2-TZVPD basis set, the Open Molecules 2025 dataset).

XYZ file:
```
81
C15H46InN7O7P5, DFT ωB97M-V with the def2-TZVPD basis set
C 4.92 -5.17 3.89
P 3.40 -5.21 2.76
O 3.55 -6.60 1.80
In 3.59 -3.10 1.37
C 2.69 -1.48 2.56
O 2.57 -3.48 -0.46
C 3.34 -3.32 -1.44
N 4.20 -3.23 -2.23
P 5.95 -2.38 0.73
P 7.16 -2.02 2.47
O 7.96 -0.81 2.23
O 6.27 -1.74 3.83
O 8.10 -3.31 2.81
H 4.63 -4.58 4.76
H 5.19 -6.20 4.12
H 5.71 -4.65 3.34
H 3.45 -7.37 2.37
H 1.61 -1.39 2.40
H 3.16 -0.51 2.44
H 2.83 -1.75 3.62
H 5.85 -1.12 0.10
H 6.85 -1.84 4.60
H 7.76 -4.08 2.33
O -0.19 1.42 3.90
P -1.45 1.90 3.21
N -2.57 1.05 4.19
C -3.69 0.24 3.79
C -2.82 1.68 5.47
N -1.11 1.15 1.68
C -1.23 -0.29 1.51
C 0.17 1.59 1.13
N -2.73 2.88 2.43
C -3.41 2.47 1.21
C -2.35 4.30 2.31
H -4.58 0.84 3.53
H -3.98 -0.43 4.61
H -3.46 -0.42 2.96
H -3.58 2.48 5.39
H -1.91 2.13 5.87
H -3.16 0.95 6.21
H -0.79 -0.85 2.35
H -0.75 -0.63 0.59
H -2.28 -0.59 1.40
H 1.02 1.09 1.61
H 0.30 2.67 1.27
H 0.21 1.40 0.06
H -2.78 2.56 0.32
H -4.29 3.11 1.07
H -3.78 1.45 1.27
H -1.57 4.45 1.54
H -1.95 4.66 3.26
H -3.21 4.92 2.06
O -1.73 1.73 -2.18
P -1.90 0.96 -3.48
N -0.36 0.23 -3.50
C 0.59 0.15 -4.59
C -0.24 -0.93 -2.63
N -2.06 2.37 -4.49
C -0.90 3.20 -4.79
C -3.16 3.23 -4.05
N -2.52 -0.07 -4.81
C -2.43 0.32 -6.20
C -3.88 -0.56 -4.54
H 0.35 -0.65 -5.31
H 1.59 -0.06 -4.20
H 0.68 1.09 -5.13
H -0.62 -1.84 -3.11
H -0.81 -0.77 -1.71
H 0.80 -1.09 -2.33
H -0.28 3.39 -3.91
H -1.21 4.16 -5.21
H -0.29 2.73 -5.57
H -2.89 3.84 -3.18
H -4.04 2.63 -3.78
H -3.47 3.89 -4.86
H -3.13 1.12 -6.48
H -2.66 -0.56 -6.82
H -1.42 0.63 -6.48
H -4.63 0.23 -4.62
H -3.94 -0.98 -3.53
H -4.15 -1.37 -5.23
```

Electronic energy ... -3405.9868 Eh
LUMO ... 0.04002 hartree
HOMO-LUMO gap ... 5.553 eV
HOMO ... -4.464 eV
Total charge ... -1
2S+1 ... 1



No. 5
# C15H46O12

9 unconnected molecules or ions with the total composition C15H46O12 (ωB97M-V with the def2-TZVPD basis set, the Open Molecules 2025 dataset).

XYZ file:
```
73
C15H46O12, DFT ωB97M-V with the def2-TZVPD basis set
C 0.29 -0.94 3.10
C 1.26 -0.77 1.92
C 0.56 -0.77 0.56
O 1.08 0.24 -0.32
C 0.15 1.22 -0.65
O 0.61 1.95 -1.78
C 1.69 2.74 -1.58
O 2.82 2.36 -1.47
O 1.29 4.02 -1.57
C 2.32 5.01 -1.76
C 1.73 6.39 -1.49
H -0.61 -0.34 2.93
H 0.75 -0.63 4.04
H -0.03 -1.99 3.18
H 2.02 -1.55 1.94
H 1.75 0.21 2.00
H 0.74 -1.72 0.04
H -0.52 -0.65 0.68
H -0.81 0.78 -0.95
H -0.03 1.92 0.18
H 3.18 4.81 -1.13
H 2.64 4.96 -2.81
H 2.57 7.08 -1.36
H 1.16 6.40 -0.55
H 1.11 6.73 -2.31
C 3.14 3.39 1.97
O 3.12 2.05 2.49
H 2.41 3.96 2.55
H 4.12 3.85 2.09
H 2.85 3.40 0.92
H 3.73 1.54 1.94
C 5.96 0.94 4.71
O 4.72 0.39 4.30
H 6.46 0.20 5.32
H 6.60 1.19 3.86
H 5.81 1.84 5.32
H 4.26 1.05 3.76
C -0.57 4.85 -5.00
O 0.15 5.51 -3.96
H -0.76 5.57 -5.79
H 0.02 4.02 -5.39
H -1.53 4.46 -4.63
H 0.32 4.83 -3.30
C -3.48 -2.09 3.73
O -2.43 -1.90 4.67
H -3.70 -1.12 3.29
H -3.18 -2.79 2.95
H -4.39 -2.46 4.22
H -2.23 -2.75 5.07
C -4.48 -5.12 1.14
O -3.43 -4.97 2.08
H -4.70 -4.14 0.71
H -4.20 -5.81 0.35
H -5.39 -5.50 1.63
H -3.26 -5.84 2.45
C -5.14 -9.12 1.90
O -4.14 -8.14 1.62
H -5.88 -8.65 2.54
H -5.62 -9.47 0.99
H -4.72 -9.98 2.44
H -3.47 -8.55 1.06
C -0.92 -1.30 -3.60
O -0.64 -1.60 -2.24
H -1.87 -1.77 -3.85
H -1.01 -0.22 -3.76
H -0.15 -1.70 -4.27
H 0.20 -1.19 -2.01
C -0.22 0.91 -6.17
O 0.50 1.60 -5.15
H -0.39 1.62 -6.98
H 0.36 0.07 -6.57
H -1.18 0.55 -5.81
H 0.66 0.98 -4.43
```

Electronic energy ... -1501.8304 Eh
LUMO ... 0.02106 hartree
SMILES ... CCCOCOC(=O)OCC.CO.CO.CO.CO.CO.CO.CO.CO
Energy above the lowest of the compared OMol25 structures with the same formula, charge and spin ... 0.17 kcal per mole
HOMO-LUMO gap ... 10.471 eV
HOMO ... -9.898 eV
2S+1 ... 1



No. 6
# C15H47AgN8O13

A molecular structure, C15H47AgN8O13 at a distorted geometry (ωB97M-V with the def2-TZVPD basis set, the Open Molecules 2025 dataset).

XYZ file:
```
84
C15H47AgN8O13, DFT ωB97M-V with the def2-TZVPD basis set
Ag -1.03 -0.96 -4.45
C -0.05 -1.73 -0.93
C 0.27 -0.25 -1.45
C 1.33 0.48 -0.60
O 0.39 -0.09 -2.81
H -0.72 -2.24 -1.62
H -0.59 -1.56 0.00
H 0.84 -2.36 -0.88
H -0.63 0.29 -1.17
H 1.17 0.74 0.44
H 1.37 1.48 -1.06
H 2.26 -0.07 -0.47
C -3.06 0.17 2.95
C -2.93 -0.25 1.50
O -3.05 -1.62 1.45
O -1.99 -0.33 3.71
H -3.93 -0.05 3.57
H -3.10 1.26 2.87
H -1.92 -0.04 1.16
H -3.66 0.27 0.88
H -3.90 -1.83 1.06
H -1.64 -1.17 3.41
C 4.41 1.91 2.43
C 4.38 3.16 3.37
O 3.94 4.24 2.60
O 5.59 2.01 1.55
H 3.58 1.80 1.73
H 4.44 1.02 3.05
H 5.36 3.41 3.78
H 3.68 2.91 4.16
H 4.13 5.04 3.10
H 5.23 1.49 0.83
C 0.19 3.93 3.92
C -0.10 2.92 2.79
O -0.74 3.38 1.63
O -0.97 4.46 4.55
H 0.86 4.72 3.58
H 0.86 3.39 4.58
H -0.69 2.07 3.12
H 0.87 2.57 2.45
H 0.00 3.76 1.15
H -0.95 4.49 5.51
C 4.34 0.44 -3.21
C 3.58 1.83 -3.46
O 2.30 1.67 -4.16
O 4.20 -0.46 -4.35
H 3.96 -0.01 -2.29
H 5.40 0.64 -3.10
H 4.10 2.56 -4.08
H 3.35 2.29 -2.50
H 1.71 1.14 -3.62
H 3.69 -0.06 -5.05
C -2.89 2.34 -1.47
O -3.43 1.84 -2.48
N -1.64 2.70 -1.30
N -3.62 2.77 -0.45
H -1.34 3.09 -0.42
H -0.97 2.39 -2.00
H -2.96 3.17 0.20
H -4.56 2.51 -0.21
C -0.11 -3.46 2.80
O -0.50 -2.55 3.56
N 0.73 -4.35 3.14
N -0.58 -3.70 1.68
H 0.97 -4.39 4.12
H 1.13 -4.97 2.45
H 0.03 -4.32 1.16
H -1.26 -3.11 1.22
C -0.52 -4.16 -3.63
O -0.97 -3.19 -4.29
N -1.21 -5.23 -3.28
N 0.70 -4.13 -3.28
H -2.08 -5.45 -3.75
H -0.60 -5.94 -2.89
H 0.94 -4.80 -2.57
H 1.34 -3.37 -3.46
C -3.75 -1.92 -2.38
O -2.86 -1.61 -3.16
N -3.81 -3.18 -1.95
N -4.70 -1.09 -1.91
H -4.70 -3.51 -1.61
H -3.01 -3.78 -2.10
H -5.28 -1.29 -1.11
H -4.63 -0.14 -2.26
```

Electronic energy ... -2162.0665 Eh
LUMO (spin up / spin down) ... -0.25138 / -0.43550 hartree
HOMO-LUMO gap (spin up / spin down) ... 7.077 / 1.949 eV
<S²> ... 2.017
HOMO (spin up / spin down) ... -13.917 / -13.799 eV
Total charge ... +2
2S+1 ... 3